Record 1
Computed, not measured: a 2-piece molecular cluster, C5H11NO overall, with ωB97M-V with the def2-TZVPD basis set.

Element x y z (Å)
1 C 2.6734 -0.1323 -0.2400
2 N 1.5075 -0.6309 -0.0723
3 C 0.5295 0.1147 0.7997
4 O 1.0668 0.9679 1.5208
5 C -0.7688 -0.1528 0.4480
6 C -1.2750 -1.2976 -0.3908
7 C -1.8035 0.8329 0.9128
8 H 0.8960 1.6917 -1.6274
9 H 3.3455 -0.5245 -0.9954
10 H 2.9057 0.7191 0.3955
11 H 1.1892 -1.3977 -0.6543
12 H 0.2848 1.3683 -1.3427
13 H -2.1279 -1.7757 0.1084
14 H -0.5544 -2.1064 -0.5682
15 H -1.6420 -0.9624 -1.3729
16 H -2.4374 1.1467 0.0701
17 H -2.4731 0.4197 1.6800
18 H -1.3163 1.7190 1.3287

Forces on atoms 1 to 2 (eV/Å):
C -0.1 -0.1 0.1
N 0.2 0.1 -0.1

ΔE to the lowest compared entry with this formula, charge and spin   82.4 kcal/mol
Kohn-Sham gap (spin up / spin down)   6.865 / 6.862 eV
LUMO energy (spin up / spin down)   -0.2 / -0.2 eV
Energy   -8898.1221 eV
Charge   0
Highest occupied orbital energy (spin up / spin down)   -7.08 / -7.07 eV

=====

Record 2
Computed, not measured: the molecule C2H2N4, with ωB97M-V with the def2-TZVPD basis set.

Element x y z (Å)
1 C 0.8144 0.2317 0.4013
2 C -0.2893 -0.5623 0.6986
3 N -1.1637 -0.7967 -0.2635
4 N -1.1158 -0.0523 -1.3622
5 N -0.2711 0.9379 -1.4689
6 N 0.7740 1.0169 -0.6602
7 H 1.7319 0.2273 0.9805
8 H -0.4804 -1.0027 1.6744

Forces on atoms 1 to 2 (eV/Å):
C -0.1 0.0 -0.1
C 0.0 0.1 -0.2

ΔE to the lowest compared entry with this formula, charge and spin   61.7 kcal/mol
Kohn-Sham gap   9.709 eV
LUMO energy   -0.5 eV
Energy   -8063.4566 eV
Charge   0
Highest occupied orbital energy   -10.19 eV

=====

Record 3
Computed, not measured: C43H66OP3S3SiTi as an isolated structure, with ωB97M-V with the def2-TZVPD basis set.

Element x y z (Å)
1 Ti -0.4943 1.0213 -0.4476
2 C 3.6930 1.4928 1.3916
3 C 3.7085 1.3976 -0.1232
4 C 5.0857 0.8934 -0.5647
5 P 2.3105 0.4285 -0.9022
6 C 2.7465 0.6182 -2.6958
7 C 1.6599 -0.0495 -3.5239
8 C 3.0743 2.0515 -3.1175
9 C 2.6924 -1.3469 -0.5721
10 C 3.7089 -1.9883 -1.2828
11 C 4.0474 -3.3115 -1.0359
12 C 3.3796 -4.0263 -0.0586
13 C 2.3642 -3.4066 0.6539
14 C 2.0012 -2.0791 0.4149
15 Si 0.5833 -1.3981 1.4233
16 C 1.2241 -0.2594 2.7531
17 C 2.1222 -0.9454 3.5835
18 C 2.6807 -0.3466 4.7011
19 C 2.3376 0.9602 5.0187
20 C 1.4660 1.6600 4.1998
21 C 0.9261 1.0685 3.0593
22 P -0.2535 2.0147 2.0465
23 C 0.4175 3.7531 2.0142
24 C -0.5274 4.8524 2.4945
25 C 0.9834 4.0729 0.6229
26 C -1.6944 1.8865 3.2340
27 C -1.9285 0.4252 3.6332
28 C -3.0354 2.5483 2.9292
29 C -0.3892 -2.8527 2.0819
30 C -0.2747 -3.4824 3.3180
31 C -0.9186 -4.6887 3.5555
32 C -1.6589 -5.2995 2.5496
33 C -1.7978 -4.6827 1.3168
34 C -1.1875 -3.4494 1.0952
35 P -1.3892 -2.5221 -0.4444
36 C -0.3301 -3.3183 -1.7176
37 C -0.5178 -2.8194 -3.1486
38 C -0.4031 -4.8459 -1.6655
39 C -3.1882 -2.2673 -0.7984
40 C -3.7031 -2.8378 -2.1190
41 C -4.0915 -2.6782 0.3722
42 H 4.5500 2.0849 1.7122
43 H 3.7780 0.5112 1.8565
44 H 2.7982 1.9743 1.7689
45 H 3.5604 2.4004 -0.5374
46 H 5.3129 -0.0648 -0.0993
47 H 5.8369 1.6069 -0.2278
48 H 5.2017 0.7920 -1.6399
49 H 3.6605 0.0464 -2.8387
50 H 0.6899 0.3978 -3.2915
51 H 1.5963 -1.1160 -3.3025
52 H 1.8489 0.0629 -4.5919
53 H 2.3803 2.7964 -2.7305
54 H 3.0560 2.1169 -4.2059
55 H 4.0745 2.3359 -2.8001
56 H 4.2799 -1.4754 -2.0388
57 H 4.8416 -3.7717 -1.6060
58 H 3.6422 -5.0539 0.1463
59 H 1.8363 -3.9781 1.4049
60 H 2.4133 -1.9624 3.3466
61 H 3.3769 -0.8939 5.3208
62 H 2.7509 1.4355 5.8967
63 H 1.2148 2.6787 4.4679
64 H 1.2601 3.7159 2.7101
65 H -1.3760 4.9812 1.8223
66 H 0.0140 5.7974 2.5241
67 H -0.9126 4.6651 3.4941
68 H 0.2461 4.5734 -0.0043
69 H 1.3389 3.1777 0.0923
70 H 1.8350 4.7491 0.6998
71 H -1.2627 2.3996 4.1054
72 H -2.2720 -0.1678 2.7824
73 H -2.7106 0.3997 4.3912
74 H -1.0453 -0.0460 4.0587
75 H -3.5934 1.9942 2.1736
76 H -2.9594 3.5869 2.6238
77 H -3.6300 2.5144 3.8422
78 H 0.3174 -3.0353 4.1045
79 H -0.8335 -5.1654 4.5220
80 H -2.1359 -6.2521 2.7312
81 H -2.3811 -5.1669 0.5448
82 H 0.6678 -3.0107 -1.3729
83 H -1.3716 -3.2939 -3.6281
84 H 0.3666 -3.0858 -3.7267
85 H -0.6400 -1.7417 -3.1972
86 H -1.3985 -5.2119 -1.9173
87 H -0.1131 -5.2419 -0.6962
88 H 0.2845 -5.2464 -2.4095
89 H -3.2383 -1.1743 -0.8405
90 H -3.6967 -3.9270 -2.1176
91 H -3.1521 -2.4811 -2.9889
92 H -4.7413 -2.5267 -2.2331
93 H -4.1727 -3.7582 0.4721
94 H -5.0926 -2.3003 0.1624
95 H -3.7637 -2.2639 1.3252
96 C -2.0585 4.4183 -1.2046
97 C -1.4415 4.2713 -2.5812
98 S -0.1593 2.9779 -2.6955
99 C -0.6904 2.2058 -4.2555
100 C -1.4651 0.8820 -4.1479
101 S -2.0710 0.4413 -2.5078
102 C -3.5116 1.5538 -2.3658
103 C -3.7144 2.0729 -0.9569
104 S -2.2770 2.9104 -0.2429
105 H -3.0326 4.9093 -1.2589
106 H -1.4438 5.0453 -0.5612
107 H -0.9914 5.2246 -2.8623
108 H -2.1987 4.0526 -3.3284
109 H 0.1992 2.0486 -4.8646
110 H -1.2785 2.9604 -4.7728
111 H -0.8326 0.0460 -4.4362
112 H -2.3145 0.8696 -4.8319
113 H -4.3926 0.9868 -2.6735
114 H -3.3819 2.3639 -3.0792
115 H -3.9235 1.2593 -0.2583
116 H -4.5634 2.7581 -0.9212
117 O -1.7197 0.0127 0.4142
118 C -0.7046 -0.8954 0.0865

Forces on atoms 1 to 2 (eV/Å):
Ti 0.7 0.5 -0.3
C 0.0 0.0 0.0

ΔE to the lowest compared entry with this formula, charge and spin   13.0 kcal/mol
Kohn-Sham gap   7.410 eV
LUMO energy   -8.8 eV
Energy   -139054.6475 eV
Charge   +3
Highest occupied orbital energy   -16.26 eV